1.
{
  "formula": "C27H54O18",
  "method": "ωB97M-V/def2-TZVPD",
  "fmax_ev_per_a": 2.41,
  "e_above_lowest_kcal_mol": 26.8,
  "smiles": "COC(=O)OC.COC(=O)OC.COC(=O)OC.COC(=O)OC.COC(=O)OC.C1CCOC1.C1CCOC1.C1CCOC1",
  "homo_lumo_gap_ev": 9.849,
  "homo_ev": -9.44,
  "lumo_ha": 0.0151,
  "species": ["C", "O", "C", "O", "O", "C", "H", "H", "H", "H", "H", "H", "C", "O", "C", "O", "O", "C", "H", "H", "H", "H", "H", "H", "C", "O", "C", "O", "O", "C", "H", "H", "H", "H", "H", "H", "C", "O", "C", "O", "O", "C", "H", "H", "H", "H", "H", "H", "C", "O", "C", "O", "O", "C", "H", "H", "H", "H", "H", "H", "C", "C", "C", "O", "C", "H", "H", "H", "H", "H", "H", "H", "H", "C", "C", "C", "O", "C", "H", "H", "H", "H", "H", "H", "H", "H", "C", "C", "C", "O", "C", "H", "H", "H", "H", "H", "H", "H", "H"],
  "xyz": [[44.31, -4.86, 11.95], [44.03, -4.27, 13.20], [44.57, -3.09, 13.58], [45.42, -2.50, 12.96], [43.97, -2.68, 14.68], [44.51, -1.56, 15.37], [45.34, -4.64, 11.66], [43.57, -4.49, 11.24], [44.24, -5.94, 12.04], [43.95, -1.54, 16.30], [44.39, -0.62, 14.82], [45.57, -1.70, 15.58], [36.94, 1.34, 23.63], [36.25, 0.11, 23.72], [36.47, -0.85, 22.86], [37.15, -0.78, 21.86], [35.77, -1.92, 23.26], [35.88, -3.10, 22.48], [36.91, 1.80, 24.61], [36.48, 1.96, 22.86], [37.98, 1.23, 23.33], [36.85, -3.59, 22.63], [35.88, -2.83, 21.43], [35.07, -3.78, 22.72], [40.64, -2.79, 13.42], [41.30, -2.72, 14.68], [40.90, -3.56, 15.60], [40.14, -4.50, 15.42], [41.47, -3.24, 16.74], [41.16, -3.96, 17.94], [40.75, -3.75, 12.92], [41.10, -2.02, 12.81], [39.58, -2.54, 13.53], [40.14, -3.67, 18.23], [41.83, -3.68, 18.75], [41.14, -5.02, 17.71], [46.81, 1.03, 17.58], [46.80, 0.59, 18.96], [46.47, -0.66, 19.31], [46.40, -1.12, 20.44], [46.24, -1.40, 18.24], [46.05, -2.80, 18.47], [45.80, 1.23, 17.21], [47.23, 0.20, 17.01], [47.44, 1.91, 17.55], [45.36, -3.06, 19.27], [46.99, -3.29, 18.72], [45.61, -3.27, 17.59], [47.77, 3.14, 20.96], [46.76, 2.47, 21.68], [45.72, 3.13, 22.18], [45.55, 4.33, 22.02], [44.93, 2.26, 22.81], [43.57, 2.64, 23.03], [47.40, 3.99, 20.38], [48.38, 2.48, 20.34], [48.51, 3.51, 21.68], [43.52, 3.64, 23.47], [43.17, 2.01, 23.82], [42.89, 2.64, 22.18], [43.09, 4.36, 18.01], [43.97, 5.53, 17.58], [45.38, 4.96, 17.75], [45.33, 4.07, 18.86], [44.02, 3.47, 18.86], [42.63, 3.84, 17.17], [42.33, 4.75, 18.68], [43.83, 6.39, 18.24], [43.78, 5.87, 16.56], [46.19, 5.68, 17.73], [45.53, 4.26, 16.92], [43.66, 3.54, 19.89], [44.01, 2.43, 18.53], [40.42, 0.09, 25.45], [41.85, -0.29, 25.15], [41.85, -1.76, 25.47], [40.47, -2.19, 25.38], [39.68, -1.12, 24.89], [40.14, 1.07, 25.06], [40.24, 0.09, 26.53], [42.55, 0.27, 25.77], [42.13, 0.02, 24.15], [42.24, -2.12, 26.42], [42.35, -2.32, 24.67], [38.71, -1.13, 25.38], [39.66, -0.99, 23.80], [41.11, -0.38, 19.48], [42.57, -0.07, 19.28], [43.17, 0.43, 20.64], [41.98, 0.51, 21.46], [40.79, 0.50, 20.69], [40.94, -1.42, 19.76], [40.55, 0.00, 18.63], [42.68, 0.61, 18.43], [43.12, -0.93, 18.89], [43.71, 1.37, 20.52], [43.83, -0.31, 21.08], [40.60, 1.55, 20.45], [39.90, 0.31, 21.29]],
  "mulliken_charge": [-0.741, -0.305, 0.662, -0.583, -0.049, -0.655, 0.334, 0.283, 0.245, 0.036, 0.434, 0.339, -0.374, -0.333, 0.915, -0.593, -0.335, -0.648, 0.247, 0.321, 0.005, 0.269, 0.305, 0.231, -0.787, -0.143, 0.652, -0.607, -0.113, -0.795, 0.301, 0.250, 0.337, 0.332, 0.190, 0.376, -0.578, -0.213, 0.872, -0.627, -0.250, -0.753, 0.115, 0.428, 0.185, 0.311, 0.330, 0.193, -0.672, -0.294, 0.955, -0.619, -0.336, -0.470, 0.275, 0.166, 0.364, 0.429, 0.063, 0.150, -0.702, -0.726, -0.609, -0.107, 0.908, 0.375, 0.297, 0.303, 0.340, 0.398, 0.291, -0.261, -0.533, -0.686, 0.435, -0.515, -0.486, 0.081, 0.346, 0.341, 0.385, -0.617, 0.263, 0.277, 0.240, -0.023, -0.258, 0.025, 0.694, -0.270, -0.643, 0.105, 0.287, 0.210, -0.211, -0.644, 0.259, 0.184, 0.219]
}

***

2.
{
  "formula": "C34H52BO4SeTa",
  "method": "ωB97M-V/def2-TZVPD",
  "fmax_ev_per_a": 3.41,
  "e_above_lowest_kcal_mol": 29.8,
  "charge": 2,
  "homo_lumo_gap_ev": 5.844,
  "homo_ev": -14.06,
  "lumo_ha": -0.3018,
  "species": ["Ta", "C", "C", "C", "C", "C", "C", "C", "Se", "C", "C", "C", "C", "C", "C", "O", "C", "C", "C", "C", "C", "C", "C", "C", "C", "O", "C", "C", "C", "C", "C", "C", "H", "H", "H", "H", "H", "H", "H", "H", "H", "H", "H", "H", "H", "H", "H", "H", "H", "H", "H", "H", "H", "H", "H", "H", "H", "H", "H", "H", "H", "H", "H", "H", "H", "H", "H", "H", "H", "H", "H", "H", "C", "C", "C", "O", "B", "O", "C", "C", "C", "H", "H", "H", "H", "H", "H", "H", "H", "H", "H", "H", "H"],
  "xyz": [[1.76, -0.96, -1.36], [1.57, 5.97, 2.61], [0.45, 5.09, 2.03], [-0.36, 5.90, 1.02], [-0.45, 4.63, 3.15], [1.06, 3.83, 1.52], [0.97, 3.49, 0.11], [1.44, 2.24, -0.28], [1.08, 1.68, -2.05], [-0.74, 0.96, -2.13], [-1.87, 1.78, -1.92], [-3.11, 1.23, -2.30], [-3.13, -0.09, -2.88], [-2.01, -0.93, -2.93], [-0.81, -0.34, -2.46], [0.30, -1.16, -2.50], [-2.03, -2.45, -3.31], [-0.90, -2.92, -4.29], [-2.14, -3.13, -1.94], [-3.33, -2.73, -4.11], [-4.44, 2.02, -1.95], [-4.57, 3.34, -2.63], [-4.35, 2.29, -0.42], [-5.66, 1.10, -2.23], [1.92, 1.32, 0.64], [2.28, 0.11, -0.02], [2.19, 1.66, 1.94], [1.72, 2.90, 2.35], [3.01, 0.81, 2.94], [2.12, 0.49, 4.16], [3.61, -0.46, 2.40], [4.14, 1.77, 3.29], [1.05, 6.90, 2.87], [1.78, 5.55, 3.61], [2.43, 6.25, 1.96], [-0.82, 6.74, 1.55], [0.24, 6.26, 0.22], [-1.13, 5.20, 0.54], [-0.99, 5.52, 3.61], [-1.24, 3.95, 2.85], [0.05, 4.16, 4.00], [0.58, 4.22, -0.58], [-1.75, 2.72, -1.43], [-4.04, -0.58, -3.21], [-0.01, -3.25, -3.78], [-1.35, -3.71, -4.77], [-0.62, -2.19, -5.02], [-1.20, -2.90, -1.34], [-3.00, -2.78, -1.36], [-2.22, -4.18, -2.12], [-3.25, -2.39, -5.15], [-3.45, -3.79, -4.12], [-4.21, -2.31, -3.62], [-3.68, 3.99, -2.50], [-4.76, 3.13, -3.71], [-5.47, 3.92, -2.34], [-3.51, 2.84, -0.09], [-5.18, 2.89, -0.07], [-4.28, 1.40, 0.21], [-5.70, 0.93, -3.33], [-5.58, 0.18, -1.69], [-6.70, 1.48, -1.99], [1.95, 3.19, 3.43], [1.31, -0.23, 3.85], [2.76, 0.12, 5.02], [1.81, 1.53, 4.51], [2.72, -1.04, 2.24], [4.22, -0.48, 1.50], [4.17, -1.03, 3.16], [3.73, 2.66, 3.71], [4.83, 1.21, 4.03], [4.69, 2.10, 2.38], [3.84, -4.90, -0.47], [2.37, -4.44, -0.27], [1.42, -5.19, -1.19], [2.22, -2.98, -0.71], [1.21, -2.48, 0.13], [0.80, -3.21, 1.11], [1.81, -4.36, 1.19], [2.90, -3.96, 2.22], [1.10, -5.59, 1.63], [4.13, -5.16, -1.48], [3.85, -5.90, 0.03], [4.59, -4.19, -0.11], [1.84, -5.25, -2.18], [0.46, -4.57, -1.35], [1.33, -6.20, -0.84], [3.45, -3.15, 1.85], [3.62, -4.77, 2.52], [2.41, -3.64, 3.12], [0.17, -5.79, 1.14], [0.82, -5.48, 2.66], [1.80, -6.42, 1.52]],
  "mulliken_charge": [1.034, -1.581, 1.916, -1.874, -1.627, -0.594, -0.774, -0.207, 0.086, 0.117, -0.891, -0.232, -0.055, -0.725, 0.910, -0.335, 1.988, -1.742, -1.447, -1.928, 1.877, -1.574, -1.634, -1.945, 1.292, -0.562, -0.269, -0.172, 1.924, -1.291, -2.020, -1.588, 0.488, 0.389, 0.273, 0.475, 0.417, 0.221, 0.402, 0.319, 0.398, 0.740, 0.830, 0.151, 0.173, 0.626, 0.325, 0.085, 0.317, 0.490, 0.379, 0.555, 0.547, 0.233, 0.389, 0.420, 0.351, 0.446, 0.382, 0.423, 0.421, 0.323, 0.117, 0.260, 0.429, 0.335, 0.178, 0.385, 0.541, 0.498, 0.364, 0.375, -1.635, 0.873, -1.370, -1.023, 0.980, -0.225, 1.797, -1.813, -1.831, 0.469, 0.397, 0.325, 0.528, -0.026, 0.489, 0.366, 0.364, 0.503, 0.397, 0.506, 0.384]
}

***

3.
{
  "formula": "C6H14N3O",
  "method": "ωB97M-V/def2-TZVPD",
  "fmax_ev_per_a": 7.45,
  "e_above_lowest_kcal_mol": 100.1,
  "smiles": "CC1=C(CO)NC[N@H+]1CN",
  "charge": 1,
  "homo_lumo_gap_ev": 7.563,
  "homo_ev": -11.02,
  "lumo_ha": -0.1270,
  "species": ["C", "C", "C", "C", "O", "N", "C", "N", "C", "N", "H", "H", "H", "H", "H", "H", "H", "H", "H", "H", "H", "H", "H", "H"],
  "xyz": [[-0.80, 0.27, -1.96], [-0.81, 0.64, -0.56], [-1.20, -0.77, 0.58], [-2.33, -1.76, 0.55], [-2.18, -2.39, 1.77], [-0.49, -0.35, 1.64], [0.23, 0.90, 1.47], [0.42, 1.08, 0.05], [1.86, 0.34, -0.48], [2.93, 1.14, -0.02], [-1.91, 0.12, -2.35], [-0.32, -0.75, -2.16], [-0.18, 0.91, -2.60], [-2.04, -2.45, -0.30], [-3.37, -1.16, 0.45], [-2.34, -3.35, 1.71], [-0.92, -0.58, 2.57], [-0.27, 1.84, 1.93], [1.22, 0.79, 1.88], [0.41, 2.00, -0.35], [1.96, -0.65, -0.20], [1.71, 0.49, -1.48], [3.38, 1.59, -0.74], [3.56, 0.69, 0.66]],
  "mulliken_charge": [-1.331, -0.044, 0.182, -0.225, -0.537, -0.184, -0.565, 0.150, -0.584, -0.444, 0.302, 0.343, 0.399, 0.303, 0.248, 0.334, 0.293, 0.318, 0.371, 0.372, 0.342, 0.512, 0.204, 0.242]
}

***

- What is the formula in the first record?
  C27H54O18

***

- Number 2 is which compound?
  C34H52BO4SeTa